DFT (ωB97M-V/def2-TZVPD) results for a structure of composition C14H7Cl5N3O2RbS.

The value obtained for the LUMO energy is 3.96 eV. Its HOMO energy is -0.0484 Ha.

```
! wB97M-V def2-TZVPD RIJCOSX def2/J DEFGRID3
* xyz -2 1
Rb 0.546 0.277 0.439
N 0.026 5.459 -0.804
C -0.182 4.158 -0.307
S 1.170 3.508 0.567
N -1.346 3.675 -0.599
N -1.616 2.367 -0.195
C -2.858 2.101 -0.366
C -3.633 0.897 -0.081
C -5.006 1.016 -0.323
C -5.907 -0.019 -0.133
C -5.403 -1.244 0.308
C -4.062 -1.415 0.555
C -3.100 -0.364 0.386
O -1.873 -0.552 0.624
H 0.701 5.955 -0.245
H -0.845 5.953 -0.945
H -3.472 2.908 -0.787
H -5.363 1.979 -0.679
H -6.963 0.118 -0.331
H -6.077 -2.084 0.460
H -3.671 -2.367 0.893
Cl 7.909 -3.520 -0.027
C 6.242 -3.060 0.061
C 5.869 -1.718 0.164
Cl 7.111 -0.507 0.198
C 4.543 -1.346 0.236
Cl 4.099 0.322 0.343
C 3.459 -2.294 0.214
O 2.258 -1.967 0.281
C 3.898 -3.663 0.102
Cl 2.651 -4.858 0.060
C 5.229 -4.018 0.031
Cl 5.667 -5.696 -0.102
*
```



DFT (ωB97M-V/def2-TZVPD) results for an isolated molecule of C14H7F6NO2.

The SMILES is O=C1Nc2c(cc(F)c(F)c2F)[C@](C#CC2CC2)(C(F)(F)F)O1. The value obtained for the LUMO energy is 0.19 eV. Its HOMO energy is -0.3440 Ha.

```
! wB97M-V def2-TZVPD RIJCOSX def2/J DEFGRID3
* xyz 0 1
O -3.679 -2.230 -0.482
C -2.804 -1.533 -0.028
N -2.770 -1.387 1.342
C -1.687 -0.669 1.880
C -0.772 0.090 1.107
C 0.270 0.857 1.770
C 0.365 0.806 3.206
F 1.373 1.498 3.908
C -0.588 0.107 3.960
F -0.540 0.140 5.285
C -1.603 -0.603 3.290
F -2.473 -1.362 4.025
C -0.953 0.124 -0.406
C 0.266 -0.374 -1.058
C 1.231 -0.617 -1.743
C 2.446 -0.838 -2.642
C 3.777 -0.016 -2.502
C 2.839 0.375 -3.612
C -1.406 1.503 -0.822
F -2.771 1.664 -0.474
F -0.756 2.550 -0.352
F -1.350 1.594 -2.190
O -1.944 -0.877 -0.865
H -3.380 -1.899 1.942
H 0.920 1.526 1.267
H 2.399 -1.842 -3.041
H 3.803 0.612 -1.633
H 4.784 -0.389 -2.879
H 2.132 1.115 -3.480
H 2.872 0.075 -4.773
*
```



DFT (ωB97M-V/def2-TZVPD) results for a structure of composition C14H8AuCl2NO6.

The value obtained for the LUMO energy (spin up / spin down) is -7.80 / -11.14 eV. As for the expectation value of S²: 2.034. Its HOMO energy (spin up / spin down) is -0.5602 / -0.5887 Ha.

```
! wB97M-V def2-TZVPD RIJCOSX def2/J DEFGRID3
* xyz 2 3
Au 1.428 -0.507 -0.294
O 4.614 2.217 -1.870
C 3.825 1.215 -1.376
O 3.812 0.065 -1.750
C 3.023 1.893 -0.237
C 3.276 3.192 0.126
C 2.333 3.845 0.939
C 1.167 3.207 1.399
C 1.038 1.860 1.115
N 1.950 1.240 0.343
C 0.052 1.014 1.886
O -1.143 1.618 2.090
O 0.316 -0.045 2.437
H 5.293 1.864 -2.468
H 4.204 3.618 -0.197
H 2.640 4.835 1.283
H 0.401 3.667 2.003
H -1.569 2.006 1.299
Cl -4.867 -5.095 -0.276
C -3.823 -3.791 -0.402
C -4.458 -2.481 -0.307
C -3.766 -1.328 -0.471
Cl -4.575 0.118 -0.686
C -2.290 -1.261 -0.513
O -1.660 -0.188 -0.355
C -1.677 -2.621 -0.534
C -0.292 -2.896 -0.630
O 0.592 -2.142 -1.132
C -2.445 -3.853 -0.480
H -5.549 -2.566 -0.175
H 0.079 -3.894 -0.349
H -1.930 -4.804 -0.419
*
```



DFT (ωB97M-V/def2-TZVPD) results for an isolated molecule of C14H8Cl2N2O.

The SMILES is O=c1c2ccccc2ncn1-c1ccc(Cl)c(Cl)c1. The value obtained for the LUMO energy is -0.95 eV. Its HOMO energy is -0.3334 Ha.

```
! wB97M-V def2-TZVPD RIJCOSX def2/J DEFGRID3
* xyz 0 1
O -1.105 0.335 1.618
C -0.536 0.728 0.526
C -0.506 1.884 0.192
C -0.900 3.048 0.712
C -0.822 4.224 0.229
C -0.084 4.486 -0.952
C 0.773 3.440 -1.460
C 0.514 2.138 -1.087
N 1.057 1.142 -2.017
C 0.834 0.013 -1.398
N 0.013 -0.243 -0.234
C 0.238 -1.704 0.116
C -1.040 -2.369 0.549
C -1.291 -3.591 0.863
C 0.036 -4.428 1.043
Cl -0.297 -6.133 1.263
C 1.190 -3.886 0.502
Cl 2.741 -4.749 0.798
C 1.265 -2.572 0.403
H -1.627 2.674 1.619
H -1.108 5.126 0.624
H 0.060 5.573 -1.143
H 1.106 3.618 -2.557
H 1.363 -0.897 -1.804
H -1.886 -1.765 0.383
H -2.121 -4.070 1.139
H 2.131 -2.021 0.071
*
```



no.,E (Eh)
1,-3575.81044
2,-1342.00312
3,-2099.85203
4,-1643.17066